The following is a DFT calculation (ωB97M-V/def2-TZVPD) of a 10-piece molecular cluster, C50H128N12O18 overall.

```
208
Properties=species:S:1:pos:R:3:mulliken_charge:R:1
C -3.080 8.610 2.172 -0.652
O -2.893 7.636 3.138 -0.331
C -3.348 6.352 2.761 -0.701
C -2.697 5.380 3.743 -0.545
N -1.252 5.451 3.751 -0.105
C -0.654 5.285 2.470 0.378
C 0.851 5.335 2.600 0.606
O 1.291 6.463 3.243 -0.571
C 2.657 6.513 3.437 -0.671
H -4.167 8.840 1.915 0.282
H -2.485 8.476 1.255 0.193
H -2.714 9.502 2.634 0.281
H -3.035 6.164 1.722 0.220
H -4.412 6.230 2.774 0.602
H -3.027 4.374 3.378 0.040
H -3.156 5.580 4.736 0.488
H -0.976 6.280 4.223 0.331
H -0.980 6.054 1.738 0.054
H -0.860 4.303 2.047 -0.376
H 1.392 5.218 1.655 0.265
H 1.210 4.384 3.220 -0.549
H 2.965 7.474 3.886 0.328
H 3.217 6.523 2.503 0.295
H 3.048 5.651 4.033 0.141
C 0.859 2.138 1.166 -0.430
O 0.947 0.946 0.407 -0.030
C 0.521 -0.258 1.104 0.648
C 0.790 -1.408 0.261 -1.210
N -0.009 -1.422 -0.980 1.539
C -1.370 -1.753 -0.858 0.118
C -1.740 -3.253 -0.873 -0.228
O -3.129 -3.354 -0.700 -0.504
C -3.646 -4.693 -0.877 -0.363
H 0.614 2.966 0.483 -0.528
H 1.808 2.343 1.634 0.648
H 0.096 2.080 1.963 0.319
H -0.526 -0.269 1.391 -0.209
H 1.150 -0.430 1.980 0.181
H 0.523 -2.348 0.817 0.170
H 1.838 -1.410 0.009 -0.002
H 0.154 -0.539 -1.482 -0.668
H -1.896 -1.238 -1.666 0.505
H -1.817 -1.426 0.106 -0.481
H -1.192 -3.828 -0.158 0.739
H -1.459 -3.667 -1.904 -0.750
H -4.655 -4.668 -0.467 0.269
H -2.977 -5.316 -0.263 0.095
H -3.726 -4.968 -1.965 0.101
C -6.006 -7.226 6.338 -0.634
O -4.686 -6.975 5.888 -0.349
C -4.469 -5.727 5.227 -0.663
C -3.096 -5.235 5.517 -0.706
N -2.797 -4.244 4.409 -0.084
C -1.638 -3.421 4.620 -0.787
C -1.473 -2.317 3.555 -0.343
O -2.019 -1.065 3.814 -0.265
C -1.416 -0.382 4.911 -0.733
H -6.598 -7.889 5.586 0.212
H -6.552 -6.281 6.446 0.329
H -5.999 -7.694 7.346 0.229
H -5.195 -5.035 5.729 0.367
H -4.687 -5.795 4.177 0.444
H -2.373 -6.077 5.347 0.287
H -3.001 -4.917 6.520 0.478
H -3.587 -3.619 4.292 0.178
H -0.758 -4.064 4.489 0.332
H -1.533 -3.101 5.688 0.380
H -1.963 -2.673 2.667 0.387
H -0.420 -2.199 3.315 0.130
H -1.045 0.564 4.472 -0.017
H -0.572 -0.942 5.305 0.472
H -2.077 -0.227 5.788 0.260
C 5.358 -0.517 4.218 -0.323
O 5.933 0.639 4.795 -0.412
C 5.527 1.864 4.183 -0.674
C 4.174 2.483 4.698 -0.259
N 2.984 1.731 4.401 0.741
C 2.257 0.897 5.372 -0.872
C 1.388 1.673 6.366 -1.020
O 0.361 2.188 5.501 0.191
C -0.451 3.174 6.075 -0.835
H 5.516 -0.409 3.152 0.228
H 4.265 -0.596 4.518 0.005
H 5.874 -1.425 4.516 0.262
H 5.435 1.692 3.096 0.213
H 6.320 2.612 4.327 0.405
H 4.037 3.467 4.172 -0.026
H 4.297 2.690 5.761 0.343
H 2.290 2.233 3.881 -0.294
H 3.002 0.305 5.955 0.586
H 1.571 0.191 4.905 0.124
H 1.910 2.485 6.851 0.514
H 0.951 0.996 7.089 0.432
H 0.149 3.878 6.662 0.386
H -1.126 2.650 6.771 0.316
H -1.001 3.704 5.268 -0.034
C -0.043 -2.129 -6.318 0.039
O -1.370 -2.055 -5.954 -0.478
C -1.633 -2.107 -4.515 -0.025
C -2.831 -2.997 -4.181 -0.013
N -4.007 -2.519 -4.786 -0.381
C -5.103 -3.542 -4.756 -0.554
C -6.384 -2.958 -5.375 -0.479
O -7.317 -3.977 -5.742 -0.365
C -7.836 -4.614 -4.604 -0.665
H 0.013 -2.076 -7.396 0.321
H 0.409 -3.062 -5.969 -0.168
H 0.456 -1.263 -5.737 0.070
H -1.715 -1.071 -4.198 -0.030
H -0.745 -2.532 -4.074 0.383
H -2.981 -2.900 -3.096 -0.249
H -2.566 -4.034 -4.453 0.349
H -3.849 -2.322 -5.767 0.348
H -5.409 -3.793 -3.746 0.227
H -4.845 -4.435 -5.267 0.394
H -6.160 -2.562 -6.385 0.327
H -6.757 -2.110 -4.773 0.310
H -7.097 -5.102 -3.995 0.276
H -8.470 -5.377 -5.053 0.267
H -8.328 -3.875 -3.920 0.282
C -3.282 1.433 2.084 -0.726
O -2.631 2.044 0.988 0.316
C -3.181 1.793 -0.257 -1.361
C -2.127 2.148 -1.312 0.218
N -1.867 3.582 -1.370 -0.278
C -0.714 3.817 -2.118 0.799
C -0.250 5.243 -2.097 -1.605
O 0.183 5.491 -0.745 0.214
C 0.419 6.843 -0.537 -1.014
H -2.686 1.582 2.968 -0.121
H -3.493 0.385 2.020 0.379
H -4.310 1.887 2.204 0.293
H -4.089 2.369 -0.346 0.413
H -3.516 0.753 -0.331 0.457
H -2.500 1.793 -2.279 0.381
H -1.235 1.556 -1.047 -0.133
H -1.868 4.017 -0.455 0.222
H -0.884 3.448 -3.136 0.412
H 0.107 3.249 -1.706 -0.538
H -0.997 5.925 -2.340 0.662
H 0.554 5.506 -2.845 0.320
H 0.582 6.947 0.605 0.185
H -0.385 7.437 -0.815 0.503
H 1.297 7.226 -1.075 0.220
C 4.956 0.402 -6.031 -0.656
O 5.755 0.576 -4.886 -0.131
C 6.940 1.313 -5.152 -0.914
C 6.771 2.812 -4.807 -0.482
N 6.526 2.913 -3.362 -0.260
C 6.011 4.200 -2.927 -0.829
C 5.054 3.953 -1.715 -0.826
O 3.798 3.521 -2.211 -0.153
C 2.994 2.892 -1.170 0.210
H 4.030 -0.087 -5.682 0.070
H 5.366 -0.221 -6.831 0.321
H 4.640 1.368 -6.445 0.310
H 7.229 1.106 -6.160 0.552
H 7.698 0.808 -4.520 0.290
H 6.003 3.235 -5.453 0.302
H 7.686 3.261 -5.005 0.443
H 5.854 2.193 -3.070 0.125
H 5.438 4.844 -3.627 0.310
H 6.809 4.845 -2.608 0.477
H 4.868 4.894 -1.191 0.316
H 5.467 3.144 -1.091 0.434
H 2.370 2.156 -1.667 -0.489
H 2.325 3.632 -0.667 -0.193
H 3.654 2.336 -0.507 0.519
C 1.006 -5.519 -6.029 -0.920
O 1.450 -4.928 -4.835 -0.310
C 0.945 -5.418 -3.670 -0.709
C 1.544 -4.729 -2.478 0.315
N 2.993 -4.810 -2.449 -0.400
C 3.574 -3.881 -1.518 -0.897
C 3.686 -2.486 -2.131 0.143
O 4.651 -1.779 -1.344 -0.491
C 4.740 -0.451 -1.672 -0.130
H -0.050 -5.396 -6.216 0.327
H 1.096 -6.645 -5.955 0.317
H 1.628 -5.158 -6.825 0.265
H 1.171 -6.485 -3.672 0.675
H -0.155 -5.296 -3.514 0.094
H 1.182 -5.294 -1.590 0.284
H 1.097 -3.711 -2.426 -0.314
H 3.248 -4.540 -3.416 0.297
H 4.569 -4.176 -1.238 0.427
H 2.959 -3.779 -0.619 0.217
H 2.724 -1.996 -2.025 -0.178
H 3.975 -2.661 -3.151 0.537
H 3.845 0.179 -1.537 -0.147
H 5.078 -0.363 -2.741 0.302
H 5.548 -0.003 -1.006 0.217
N -0.135 1.514 -4.758 -0.384
C 1.108 1.545 -4.156 0.175
N 1.947 2.667 -4.387 -0.077
O 1.400 0.667 -3.365 -0.089
H -0.552 0.575 -4.832 -0.040
H -0.282 2.000 -5.606 0.249
H 1.818 3.237 -5.205 0.243
H 2.873 2.672 -3.948 -0.048
N -3.986 -7.559 2.274 -0.395
C -2.642 -7.404 1.745 0.492
N -2.015 -6.289 2.182 -0.227
O -2.095 -8.098 0.904 -0.642
H -4.452 -8.287 1.737 0.229
H -4.049 -7.503 3.264 0.200
H -1.036 -6.249 1.890 0.177
H -2.329 -5.687 2.959 0.228
```

SMILES ... COCCNCCOC.COCCNCCOC.COCCNCCOC.COCCNCCOC.COCCNCCOC.COCCNCCOC.COCCNCCOC.COCCNCCOC.NC(N)=O.NC(N)=O
LUMO ... 0.511 eV
Gap between HOMO and LUMO ... 8.77 eV
Relative energy (zero: lowest compared OMol25 entry of this formula, charge and spin) ... 1.225 eV
Highest occupied orbital energy ... -8.26 eV

***

The following is a DFT calculation (ωB97M-V/def2-TZVPD) of C54H38I4N4Sr as an isolated structure.

```
101
Properties=species:S:1:pos:R:3:mulliken_charge:R:1
Sr -0.331 -0.159 -0.260 4.584
I 8.152 3.462 -4.102 0.074
C 6.370 2.744 -3.241 -0.075
C 6.177 2.860 -1.874 -0.779
C 4.998 2.389 -1.316 0.019
C 4.009 1.808 -2.108 -0.463
C 4.229 1.701 -3.477 -0.124
C 5.406 2.165 -4.048 -0.666
C 2.746 1.339 -1.469 1.410
C 2.859 0.264 -0.567 0.118
C 4.070 -0.490 -0.318 -1.342
C 3.797 -1.348 0.697 -0.991
C 2.421 -1.115 1.083 -0.005
C 1.796 -1.661 2.219 1.394
C 2.639 -2.495 3.123 -0.705
C 2.363 -3.841 3.340 -0.048
C 3.137 -4.598 4.209 -0.683
C 4.194 -3.999 4.873 -0.115
I 5.364 -5.134 6.208 0.075
C 4.489 -2.660 4.675 -0.705
C 3.712 -1.917 3.800 -0.119
C 0.488 -1.388 2.662 0.228
N -0.473 -0.735 1.957 0.148
C -1.564 -0.619 2.759 -0.079
C -2.755 0.060 2.440 1.694
C -3.850 -0.017 3.450 -0.759
C -4.157 1.105 4.218 0.050
C -5.152 1.059 5.182 -0.754
C -5.848 -0.122 5.378 -0.121
I -7.359 -0.202 6.844 0.080
C -5.564 -1.250 4.628 -0.653
C -4.562 -1.191 3.668 -0.106
C -2.960 0.908 1.337 -0.306
C -4.169 1.664 1.090 -1.219
C -3.918 2.469 0.029 -1.283
C -2.556 2.201 -0.388 0.118
N -2.026 1.227 0.400 -1.099
C -1.848 2.948 -1.350 1.482
C -0.490 2.805 -1.691 0.301
C 0.251 3.710 -2.547 -1.483
C 1.531 3.270 -2.569 -1.483
C 1.582 2.080 -1.743 0.070
N 0.342 1.825 -1.246 -0.530
C -2.586 4.091 -1.968 -0.561
C -3.578 3.889 -2.922 0.062
C -4.268 4.961 -3.468 -0.712
C -3.962 6.246 -3.055 -0.073
I -5.001 7.881 -3.881 0.076
C -2.979 6.474 -2.106 -0.750
C -2.297 5.394 -1.567 0.022
C -1.284 -1.228 4.042 -1.722
C -0.016 -1.703 3.982 -1.649
N 1.877 -0.176 0.263 -1.364
H 6.931 3.318 -1.248 0.381
H 4.834 2.480 -0.249 0.510
H 3.473 1.248 -4.107 0.460
H 5.564 2.076 -5.114 0.386
H 5.004 -0.382 -0.845 0.656
H 4.466 -2.066 1.145 0.663
H 1.533 -4.311 2.827 0.435
H 2.911 -5.644 4.367 0.376
H 5.312 -2.193 5.199 0.381
H 3.930 -0.868 3.645 0.499
H -3.600 2.020 4.061 0.501
H -5.378 1.935 5.775 0.382
H -6.114 -2.167 4.786 0.381
H -4.336 -2.076 3.086 0.413
H -5.079 1.590 1.664 0.601
H -4.581 3.188 -0.422 0.537
H -0.156 4.572 -3.049 0.500
H 2.369 3.711 -3.085 0.506
H -3.811 2.881 -3.244 0.468
H -5.034 4.794 -4.213 0.396
H -2.744 7.480 -1.785 0.389
H -1.533 5.554 -0.816 0.531
H -1.948 -1.248 4.892 0.494
H 0.539 -2.177 4.775 0.518
C 1.627 -4.996 -2.649 -1.551
C 1.682 -3.469 -2.502 1.116
C 2.295 -2.843 -3.752 -1.912
C 0.299 -2.946 -2.170 0.544
C -0.512 -2.290 -3.092 -0.187
C -1.799 -1.882 -2.751 -1.074
C -2.323 -2.121 -1.485 1.335
C -3.732 -1.726 -1.128 -1.330
C -1.502 -2.761 -0.554 -1.147
C -0.218 -3.163 -0.893 -0.228
H 2.628 -5.399 -2.811 0.439
H 1.003 -5.268 -3.504 0.358
H 1.208 -5.469 -1.761 0.365
H 2.332 -3.231 -1.652 -0.023
H 1.761 -3.161 -4.649 0.395
H 3.332 -3.162 -3.855 0.429
H 2.282 -1.753 -3.699 0.388
H -0.157 -2.104 -4.097 0.396
H -2.416 -1.400 -3.501 0.382
H -3.744 -0.853 -0.471 0.118
H -4.236 -2.538 -0.602 0.392
H -4.307 -1.484 -2.020 0.415
H -1.889 -2.978 0.436 0.156
H 0.393 -3.668 -0.151 0.378
```

LUMO ... -1.119 eV
Gap between HOMO and LUMO ... 5.72 eV
Relative energy (zero: lowest compared OMol25 entry of this formula, charge and spin) ... 0.263 eV
Highest occupied orbital energy ... -6.84 eV

***

The following is a DFT calculation (ωB97M-V/def2-TZVPD) of C30H69N4O10V2 as an isolated structure.

```
115
Properties=species:S:1:pos:R:3:mulliken_spin:R:1
O 0.801 1.779 4.334 0.000
V -0.352 1.805 3.190 -0.008
O 0.285 2.413 1.891 0.001
O -1.242 -2.857 3.752 -0.029
V -1.739 -1.373 4.063 1.050
O -3.118 -1.074 3.224 -0.021
C 1.505 -1.219 1.120 -0.001
C 0.086 -0.797 1.234 0.028
O -0.283 -0.357 2.485 -0.010
H 2.204 -0.454 1.460 0.000
H 1.809 -1.650 0.166 -0.001
H 1.621 -2.083 1.775 0.000
H -0.756 -1.457 1.026 -0.015
H 0.050 0.104 0.622 -0.003
C 1.373 -1.236 -6.080 0.000
C 2.373 -1.420 -4.973 0.000
C 2.033 -2.683 -4.168 0.000
O 0.635 -2.679 -3.851 0.000
C 0.185 -1.663 -2.951 0.000
N 3.752 -1.460 -5.389 0.000
H 1.503 -1.916 -6.922 0.000
H 1.514 -0.228 -6.471 0.000
H 0.304 -1.157 -5.881 0.000
H 2.297 -0.576 -4.287 0.000
H 2.635 -2.826 -3.270 0.000
H 2.174 -3.589 -4.758 0.000
H -0.900 -1.674 -2.846 0.000
H 0.447 -0.716 -3.422 0.000
H 0.514 -1.844 -1.927 0.000
H 4.177 -1.987 -4.639 0.000
H 4.190 -0.570 -5.198 0.000
C -5.958 2.399 -0.189 0.000
O -4.806 2.818 0.414 0.000
C -3.896 1.830 0.226 0.001
C -2.557 2.143 0.966 0.003
N -2.624 2.304 2.408 0.004
C -2.996 3.623 2.774 0.001
C -1.706 4.643 2.936 0.000
O -0.698 4.034 3.741 0.001
C 0.127 4.954 4.530 0.000
H -6.236 1.460 0.289 0.000
H -5.722 2.242 -1.242 0.000
H -6.857 2.964 0.057 0.000
H -3.592 1.745 -0.817 0.000
H -4.249 0.860 0.577 -0.001
H -2.219 2.966 0.337 0.000
H -1.882 1.306 0.787 -0.001
H -3.211 1.673 2.935 0.002
H -3.616 3.621 3.670 0.000
H -3.719 3.877 1.998 0.000
H -2.099 5.609 3.253 0.000
H -1.184 4.826 1.997 0.000
H -0.513 5.684 5.025 0.000
H 0.907 5.497 3.996 0.000
H 0.701 4.367 5.248 0.000
C 3.834 2.154 1.707 0.000
C 4.428 3.567 1.296 0.000
C 5.963 3.472 1.393 0.000
C 6.569 2.918 0.115 0.000
C 6.170 3.701 -1.080 0.000
C 4.638 3.822 -1.368 0.000
N 3.995 4.146 -0.037 0.000
O 2.681 4.584 -0.058 0.000
C 4.392 4.807 -2.446 0.000
C 4.272 2.480 -1.836 0.000
C 4.105 4.574 2.360 0.000
H 3.849 1.986 2.783 0.000
H 4.281 1.326 1.156 0.000
H 2.757 2.153 1.539 0.000
H 6.461 4.426 1.565 0.000
H 6.285 2.746 2.140 0.000
H 6.578 1.828 0.125 0.000
H 7.619 3.183 0.237 0.000
H 6.591 3.015 -1.815 0.000
H 6.718 4.643 -1.056 0.000
H 4.648 5.782 -2.030 0.000
H 5.007 4.576 -3.316 0.000
H 3.352 4.630 -2.721 0.000
H 3.240 2.248 -1.573 0.000
H 4.340 2.367 -2.918 0.000
H 4.973 1.784 -1.375 0.000
H 4.466 5.569 2.101 0.000
H 4.438 4.291 3.359 0.000
H 3.040 4.632 2.583 0.000
H 2.155 3.781 -0.042 0.000
C -0.808 -5.744 0.465 0.000
C -2.302 -5.604 0.010 0.000
C -3.164 -6.582 0.880 0.000
C -4.630 -6.387 0.688 0.000
C -4.986 -4.915 0.890 0.000
C -4.242 -3.960 -0.005 0.000
N -2.829 -4.260 0.161 0.002
O -2.023 -3.474 -0.564 0.001
C -4.784 -3.810 -1.453 0.000
C -4.551 -2.630 0.653 -0.005
C -2.591 -6.075 -1.484 0.000
H -0.229 -5.018 -0.105 0.000
H -0.380 -6.725 0.257 0.000
H -0.750 -5.471 1.519 0.000
H -3.058 -7.638 0.631 0.000
H -2.928 -6.346 1.918 0.000
H -5.057 -7.060 1.431 0.000
H -5.065 -6.772 -0.235 0.000
H -4.729 -4.776 1.941 0.001
H -6.042 -4.670 0.781 0.000
H -5.052 -4.802 -1.819 0.000
H -5.497 -2.986 -1.469 0.000
H -4.034 -3.442 -2.154 0.000
H -4.136 -1.801 0.079 0.001
H -5.620 -2.417 0.669 0.000
H -4.246 -2.589 1.699 0.003
H -1.618 -6.454 -1.796 0.000
H -2.696 -5.185 -2.104 0.000
H -3.402 -6.794 -1.599 0.000
H -1.870 -2.802 0.104 -0.002
```

Spin multiplicity ... 2
<S²> ... 0.76
LUMO (spin up / spin down) ... -1.351 / -1.312 eV
Gap between HOMO and LUMO (spin up / spin down) ... 6.19 / 6.23 eV
Highest occupied orbital energy (spin up / spin down) ... -7.54 / -7.54 eV

***

The following is a DFT calculation (ωB97M-V/def2-TZVPD) of a 8-piece molecular cluster, C4H24N2O8 overall.

```
38
Properties=species:S:1:pos:R:3:nbo_charge:R:1
C -2.279 2.590 -0.497 -0.622
C -2.679 1.493 -1.515 -0.417
C -2.161 0.114 -1.097 -0.197
N -0.716 0.141 -0.851 -0.623
C -0.098 -0.035 0.322 0.809
N -0.826 -0.135 1.466 -0.827
O 1.145 -0.045 0.429 -0.768
H -2.460 2.331 0.555 0.199
H -1.190 2.595 -0.461 0.225
H -2.685 3.549 -0.801 0.219
H -2.059 1.810 -2.355 0.212
H -3.707 1.395 -1.863 0.213
H -2.648 -0.165 -0.160 0.179
H -2.370 -0.690 -1.807 0.196
H -0.217 0.310 -1.712 0.430
H -1.820 -0.215 1.483 0.387
H -0.359 -0.249 2.355 0.432
O -2.440 -0.312 4.154 -0.931
H -2.921 0.058 4.914 0.474
H -3.179 -0.420 3.553 0.459
O 0.594 1.701 -3.503 -0.998
H 1.250 1.941 -2.804 0.507
H 0.384 2.533 -3.973 0.478
O 1.895 -3.726 2.913 -0.957
H 2.357 -2.856 2.904 0.486
H 1.063 -3.365 2.591 0.456
O 1.781 2.138 -1.044 -1.001
H 1.926 1.361 -0.457 0.513
H 2.176 2.914 -0.653 0.484
O 3.654 0.723 -3.002 -0.941
H 2.816 0.766 -3.472 0.473
H 3.401 0.413 -2.116 0.468
O -1.145 -3.407 -0.915 -0.944
H -1.260 -2.792 -1.677 0.467
H -0.265 -3.793 -1.013 0.478
O 2.214 -0.937 2.767 -1.001
H 1.886 -0.675 1.880 0.507
H 3.154 -0.698 2.852 0.477
```

SMILES ... CCCNC(N)=O.O.O.O.O.O.O.O
LUMO ... 0.187 eV
Gap between HOMO and LUMO ... 10.39 eV
Relative energy (zero: lowest compared OMol25 entry of this formula, charge and spin) ... 0.589 eV
Highest occupied orbital energy ... -10.20 eV

***

The following is a DFT calculation (ωB97M-V/def2-TZVPD) of a single C3H6N2OS molecule.

```
13
Properties=species:S:1:pos:R:3:nbo_charge:R:1
C -0.747 -0.879 -0.685 -0.409
N 0.068 -0.297 0.424 -0.440
C 0.759 -1.122 1.195 -0.071
S 1.672 -0.796 2.517 -0.138
C 0.197 1.123 0.606 0.189
N 0.300 2.042 -0.301 -0.135
O -0.179 1.534 -1.507 -0.582
H -0.217 -0.868 -1.622 0.217
H -1.014 -1.916 -0.483 0.206
H -1.710 -0.477 -0.935 0.226
H 0.502 -2.166 1.241 0.214
H 0.306 1.455 1.684 0.232
H 0.062 2.366 -2.134 0.491
```

SMILES ... CN(C=S)/C=N\O
LUMO ... 0.185 eV
Gap between HOMO and LUMO ... 8.59 eV
Relative energy (zero: lowest compared OMol25 entry of this formula, charge and spin) ... 4.101 eV
Highest occupied orbital energy ... -8.40 eV